Density functional theory data (ωB97M-V/def2-TZVPD) for one molecule with the formula H4N2 in a non-equilibrium geometry.

Properties
- structure (SMILES) = NN
- frontier orbital gap (eV) = 10.9
- multiplicity = 1
- ΔE to the lowest compared entry with this formula, charge and spin (eV) = 0.485

Positions of all 6 atoms, in Å:
N -0.45542 -0.59307 -0.15853
N 0.37071 0.54430 -0.28089
H -0.36966 -1.09451 0.82416
H -1.46220 -0.17755 -0.30254
H 1.21428 0.28942 -0.66678
H 0.70228 1.03141 0.58459

=====

Density functional theory data (ωB97M-V/def2-TZVPD) for an isolated ion of composition C3H8NS and charge -1 in a non-equilibrium geometry.

Properties
- structure (SMILES) = NCCC[S-]
- frontier orbital gap (eV) = 6.3
- multiplicity = 1
- ΔE to the lowest compared entry with this formula, charge and spin (eV) = 0.511
- net charge = -1

Positions of all 13 atoms, in Å:
N 1.66596 2.14418 -0.63003
C 0.43239 1.27499 -0.78703
C 0.03050 0.70063 0.51464
C -1.09265 -0.34710 0.40347
S -0.49241 -2.06163 0.16495
H 1.51369 3.01592 -1.11590
H 1.74296 2.33259 0.35995
H -0.35175 1.92832 -1.19765
H 0.66857 0.56867 -1.58207
H 0.89067 0.21760 0.97599
H -0.31989 1.53557 1.14097
H -1.76792 -0.07934 -0.41515
H -1.65452 -0.34642 1.34179

=====

Density functional theory data (ωB97M-V/def2-TZVPD) for C21H24I2NOPdSb2 as an isolated structure.

Properties
- frontier orbital gap (eV) = 6.7
- multiplicity = 1
- ΔE to the lowest compared entry with this formula, charge and spin (eV) = 0.000
- net charge = +1

Positions of all 52 atoms, in Å:
Pd -0.12910 0.34779 0.28577
C 3.85683 -0.16042 -0.92685
Sb 2.39920 0.07218 0.58063
C 2.62058 -1.56911 1.88988
C 3.26845 1.53140 1.89232
C 3.62628 2.82084 1.21049
C 4.89672 2.94085 0.64546
C 5.29883 4.09483 -0.00391
C 4.42288 5.16661 -0.09572
C 3.16052 5.06094 0.46075
C 2.74022 3.90012 1.11075
C 1.33606 3.85064 1.63846
Sb 0.02682 2.88155 0.24866
C -1.73623 4.03766 0.52954
C 0.74729 3.70546 -1.56128
H 4.80254 -0.27926 -0.39985
H 3.89724 0.71007 -1.57590
H 3.64074 -1.05258 -1.50934
H 3.62352 -1.54996 2.31265
H 2.43771 -2.50859 1.37408
H 1.87312 -1.45734 2.67254
H 4.16229 1.07215 2.31547
H 2.54395 1.64760 2.69839
H 5.59461 2.11651 0.74322
H 6.29576 4.16348 -0.41783
H 4.72232 6.08025 -0.59097
H 2.47911 5.90176 0.39530
H 0.94042 4.86383 1.71650
H 1.24226 3.38060 2.61622
H -1.42059 5.05752 0.74629
H -2.33015 3.66245 1.36026
H -2.33755 4.04860 -0.37776
H 0.68170 4.79123 -1.51342
H 0.15163 3.33810 -2.39453
H 1.78753 3.41731 -1.70251
I 0.11709 -4.81532 0.53020
C -1.48704 -3.54128 0.21923
C -2.77808 -4.07567 0.05219
C -3.86342 -3.27309 -0.16075
I -5.73458 -4.15512 -0.40357
C -3.69761 -1.86379 -0.21410
C -4.73796 -0.93842 -0.44006
C -4.46794 0.40060 -0.47996
C -3.15420 0.83881 -0.28241
N -2.15230 0.01430 -0.06682
C -2.39878 -1.33963 -0.03430
C -1.26728 -2.18173 0.18117
O -0.06860 -1.65108 0.33441
H -2.90144 -5.14937 0.09335
H -5.74653 -1.30201 -0.58337
H -5.24679 1.12816 -0.65595
H -2.92707 1.89478 -0.30415

=====

Density functional theory data (ωB97M-V/def2-TZVPD) for C30H31BrN4O2Ru as an isolated structure in a non-equilibrium geometry.

Properties
- frontier orbital gap (alpha / beta) (eV) = 6.4 / 6.5
- multiplicity = 2
- net charge = +1

Positions of all 69 atoms, in Å:
Ru 0.35180 -1.53085 -1.92743
C 0.80044 3.36812 3.25960
C -0.26936 3.83094 2.31845
C -0.95706 5.01484 2.53469
C -1.95506 5.43213 1.67060
C -2.28391 4.66194 0.56728
C -1.60378 3.48388 0.32149
C -0.60171 3.06986 1.19286
N 0.16427 1.91710 0.92964
C -0.22142 0.78256 0.29400
N -1.53873 0.46926 0.34248
C -2.23312 -0.50005 -0.36564
C -1.60450 -1.36321 -1.27885
C -2.38914 -2.27262 -1.99361
C -3.75771 -2.31018 -1.82366
C -4.36362 -1.46117 -0.90104
C -3.62654 -0.56539 -0.15364
C -4.29117 0.32108 0.85750
N 0.65291 -0.00090 -0.26490
C 2.00150 0.38487 -0.35407
C 2.41477 1.23595 -1.38538
C 3.74440 1.59084 -1.48703
C 4.66003 1.09860 -0.56844
C 4.25038 0.25240 0.45059
C 2.91938 -0.10879 0.58576
C 2.43574 -0.98497 1.70034
H 0.83350 4.01052 4.13480
H 1.78253 3.39793 2.78408
H 0.61494 2.34469 3.58663
H -0.70893 5.61569 3.39615
H -2.47109 6.36074 1.85131
H -3.05838 4.98183 -0.11126
H -1.82407 2.90401 -0.56367
H 1.16158 2.02044 1.06425
H -2.10906 1.08833 0.90669
H -1.91947 -2.95631 -2.70427
H -4.36123 -2.99591 -2.39614
H -5.43375 -1.50213 -0.77294
H -5.35155 0.09257 0.91111
H -4.19251 1.37452 0.59022
H -3.86674 0.16261 1.84967
H 1.68066 1.59818 -2.09554
H 4.06741 2.24342 -2.28222
H 5.69867 1.37291 -0.65000
H 4.97535 -0.14492 1.14460
H 3.25015 -1.58413 2.09644
H 1.63901 -1.64427 1.35182
H 2.03068 -0.38080 2.51472
C 0.50208 -5.17498 2.34408
C 1.09222 -4.58268 1.10602
C 2.47300 -4.72130 0.81277
C 2.98203 -4.12428 -0.32256
C 2.10730 -3.54306 -1.21588
Br 2.77946 -2.17473 -2.55480
N 0.77490 -3.36938 -0.94410
C 0.30940 -3.88252 0.22346
H 1.25228 -5.73762 2.89185
H -0.31906 -5.84532 2.09777
H 0.11010 -4.39217 2.99323
H 3.11216 -5.29340 1.46270
H 4.02940 -4.15543 -0.56794
H -0.75061 -3.74977 0.40397
C -1.21231 1.53381 -4.41680
O -1.12636 0.50162 -3.41488
C -0.15608 -0.38769 -3.56812
O 0.60878 -0.43953 -4.49950
H -2.11803 2.09105 -4.19922
H -1.25641 1.09892 -5.41588
H -0.33072 2.17231 -4.34420

=====

Density functional theory data (ωB97M-V/def2-TZVPD) for a 10-piece molecular cluster, C5H28O9 overall in a non-equilibrium geometry.

Properties
- structure (SMILES) = C=CCCC.O.O.O.O.O.O.O.O.O
- frontier orbital gap (eV) = 9.5
- multiplicity = 1
- ΔE to the lowest compared entry with this formula, charge and spin (eV) = 2.822

Positions of all 42 atoms, in Å:
C 2.54322 1.58770 -2.35171
C 1.92744 2.10886 -1.24968
C 0.49717 1.94896 -0.89554
C 0.32991 0.93060 0.24662
C -1.05045 0.40560 0.23149
H 2.06399 0.90890 -3.04824
H 3.57286 1.62382 -2.61660
H 2.45616 2.79895 -0.60065
H 0.09557 2.99502 -0.50831
H -0.18376 1.75647 -1.75613
H 0.67423 1.40493 1.27104
H 1.07182 0.15028 0.30575
H -0.92164 -0.52518 0.65078
H -1.83070 1.02460 0.76790
H -1.43016 0.40330 -0.83861
O 1.84468 3.45356 2.93721
H 2.82615 3.29204 2.90672
H 1.40989 4.14032 2.37858
O 0.99679 -1.70485 -2.38065
H 1.24896 -0.93232 -1.75538
H 0.51399 -2.28611 -1.74035
O 1.30949 1.19222 3.94337
H 1.14437 2.03992 3.47504
H 1.93541 1.59703 4.53632
O -2.35567 -3.86094 -0.09699
H -2.60437 -4.46764 0.60638
H -3.03680 -3.61961 -0.65590
O -0.12897 4.47030 1.60792
H -0.83426 4.74621 2.09909
H -0.39132 4.79780 0.69302
O 0.07066 -2.76640 -0.35719
H 0.21413 -2.52613 0.51934
H -0.95607 -2.94889 -0.26403
O -0.59133 -2.33767 -4.33062
H -0.32204 -1.87435 -3.48915
H 0.43392 -2.39186 -4.42541
O -3.49202 -2.93594 -2.20262
H -2.50773 -2.94683 -2.45385
H -3.75764 -2.03684 -2.43757
O -0.80992 -1.32032 3.67659
H -0.99637 -1.92542 4.37212
H -0.12212 -0.60837 3.74476

=====

Density functional theory data (ωB97M-V/def2-TZVPD) for C17H33Br3FNOPS as an isolated structure in a non-equilibrium geometry.

Properties
- frontier orbital gap (eV) = 5.9
- multiplicity = 1
- ΔE to the lowest compared entry with this formula, charge and spin (eV) = 8.962
- net charge = +1

Positions of all 58 atoms, in Å:
C -5.89138 -1.08140 1.28410
O -5.13811 -2.24376 1.78496
C -3.74070 -2.24191 1.24000
C -2.66323 -2.39423 2.47304
C -1.10632 -1.96738 2.03592
C -0.59533 -0.91288 3.18218
C 0.98746 -0.49657 3.09138
C 1.61960 -0.48338 1.57898
C 0.82343 0.45710 0.49806
C 1.39917 1.98377 0.34386
C 2.85400 2.11013 -0.39990
C 3.02335 1.21265 -1.76081
P 4.00140 -0.32597 -1.12002
C 3.18974 -1.92287 -1.78944
C 5.84610 -0.18094 -1.61583
N 1.83747 0.95877 -2.66517
C 2.18437 0.81713 -4.01478
S 0.96158 0.44190 -5.39502
C 3.83376 1.04113 -4.14146
C 3.99975 2.03282 -2.84135
F 3.37806 3.35529 -3.22385
H -5.53888 -0.05284 1.76607
H -7.04417 -1.17371 1.56454
H -5.83370 -0.94853 0.10043
H -3.61702 -1.21208 0.68716
H -3.70588 -3.12821 0.47158
H -3.02825 -1.63526 3.31933
H -2.72657 -3.46056 2.95276
H -1.22043 -1.46417 0.96158
H -0.47792 -2.96808 1.97674
H -0.90651 -1.27118 4.27735
H -1.21637 0.09125 3.01141
H 1.25228 0.51641 3.66430
H 1.58549 -1.33773 3.69205
H 2.78303 -0.22426 1.60334
H 1.55450 -1.59955 1.16710
H -0.31715 0.56540 0.83253
H 0.78433 -0.15600 -0.51671
H 1.55246 2.39943 1.44935
H 0.60024 2.72099 -0.14929
H 2.97578 3.25996 -0.69650
H 3.69290 1.90869 0.41050
H 2.24884 -1.64056 -2.45535
H 2.77939 -2.51190 -0.83949
H 3.94316 -2.58493 -2.39227
H 6.21755 0.88033 -1.23935
H 6.06000 -0.29074 -2.76141
H 6.43172 -1.00788 -1.01188
H 0.82187 0.82173 -2.46692
H 0.75674 1.54960 -6.23293
H 4.51293 0.09312 -4.24875
H 3.90292 1.78948 -5.06427
H 5.06734 2.35526 -2.48686
C -8.99614 2.01737 2.00336
Br -8.11958 2.13903 3.73570
Br -7.71346 1.80486 0.55639
Br -10.35537 0.62599 1.97598
H -9.51025 2.96986 1.83758

=====

We obtain calculated total energy values of -3043.521, -15566.531, -58454.897, -114286.509, -24064.163, -254654.537 eV for the records listed above, in that order.